No. 1
Molecular formula: C46H49F9N9S
Method: DFT, ωB97M-V/def2-TZVPD

Summary:
E_HOMO ... -1.673 eV
Molar mass ... 931.0 u
Gap between HOMO and LUMO ... 2.0 eV
Lowest unoccupied orbital energy ... 0.307 eV

Geometry as ORCA input:
```
! wB97M-V def2-TZVPD RIJCOSX def2/J DEFGRID3
* xyz -1 1
S -1.312 1.696 0.580
F 1.951 1.499 0.686
F -0.605 0.192 0.676
F -2.530 1.139 1.596
F 1.446 0.459 -1.330
F 0.070 3.759 -0.395
F -0.542 2.255 -1.926
F -2.296 1.220 -0.720
F -0.522 2.288 1.923
F -2.114 3.192 0.493
N 4.203 1.354 -11.232
N 0.802 -2.351 -5.794
N -5.157 2.591 7.545
N -8.659 -3.628 0.028
N 6.290 -2.154 -8.231
N -5.995 -2.380 3.725
N 6.530 0.953 -0.574
N 5.526 -0.254 9.278
N 1.237 0.187 7.786
C 4.146 1.106 -12.549
C 2.415 2.656 -1.368
C 5.974 2.200 0.025
C -9.774 -3.491 0.761
C 5.006 2.997 -0.995
C -0.518 -2.591 -5.799
C -0.841 -1.546 -3.686
C 4.274 -0.659 9.538
C 4.361 3.407 -13.114
C -0.020 2.375 -0.623
C -4.939 2.499 5.151
C -0.451 -1.787 6.762
C 1.402 1.671 -0.587
C 3.581 -1.502 -8.087
C 4.126 -2.436 -7.219
C -5.681 2.649 6.312
C -4.597 -0.592 2.928
C -4.987 -0.848 1.622
C 5.738 -1.255 -9.059
C -5.884 -1.876 1.375
C 4.339 2.635 -10.864
C 1.293 -1.705 -4.725
C -10.977 -2.492 -1.032
C -1.376 -2.211 -4.780
C 4.420 3.691 -11.758
C 4.400 -0.895 -9.028
C -8.713 -3.192 -1.239
C 4.222 2.089 -13.522
C 3.859 1.967 -1.420
C 4.768 -1.122 11.819
C 0.947 0.117 6.477
C 3.848 -1.097 10.782
C 0.114 -0.841 5.921
C 6.070 -0.710 11.577
C 0.674 -0.740 8.578
C -9.838 -2.620 -1.811
C -5.125 -1.382 3.936
C 6.395 -0.287 10.298
C -3.836 2.375 7.631
C 0.520 -1.286 -3.653
C -3.007 2.216 6.531
C -10.950 -2.936 0.281
C 5.477 -2.724 -7.330
C -3.576 2.279 5.269
C -0.168 -1.739 8.119
C -6.358 -2.607 2.453
H -1.480 -1.233 -2.868
H -4.848 -1.222 4.973
H -2.434 -2.430 -4.840
H 2.010 2.719 -2.431
H 6.130 0.166 -0.039
H 4.528 4.708 -11.403
H 6.869 2.820 0.363
H 1.416 0.876 5.860
H -7.064 -3.418 2.310
H 0.923 -0.660 9.632
H -0.592 -2.462 8.804
H -4.594 -0.252 0.805
H 2.824 -1.411 10.936
H -1.108 -2.553 6.365
H -11.821 -2.853 0.919
H 3.894 1.019 -0.802
H -0.888 -3.117 -6.673
H 4.034 0.061 -12.818
H 4.588 3.932 -0.482
H 5.654 3.324 -1.863
H 2.528 -1.249 -8.030
H -9.823 -2.284 -2.840
H -6.751 2.827 6.271
H 3.593 -0.624 8.695
H -3.439 2.330 8.640
H 4.173 1.830 -14.572
H -5.415 2.553 4.180
H -11.878 -2.051 -1.444
H 2.363 -1.522 -4.746
H 4.051 1.679 -2.499
H -6.210 -2.105 0.368
H -0.087 -0.848 4.857
H 4.010 -0.158 -9.724
H 2.498 3.669 -0.878
H 4.384 2.806 -9.793
H -9.702 -3.849 1.782
H -1.945 2.046 6.659
H 0.970 -0.771 -2.816
H -2.961 2.158 4.383
H 4.474 -1.459 12.807
H 3.515 -2.929 -6.473
H 5.950 -3.445 -6.671
H -3.900 0.202 3.157
H 6.815 -0.717 12.362
H 7.399 0.049 10.060
H 6.418 -0.811 -9.779
H 4.422 4.205 -13.845
H -7.799 -3.316 -1.809
H 5.322 1.913 0.929
*
```

No. 2
Molecular formula: C46H50As3CaI2N4O2S3
Method: DFT, ωB97M-V/def2-TZVPD

Summary:
E_HOMO (spin up / spin down) ... -8.962 / -8.959 eV
Molar mass ... 1305.8 u
Relative energy (zero: lowest compared OMol25 entry of this formula, charge and spin) ... 4.120 eV
Gap between HOMO and LUMO (spin up / spin down) ... 3.6 / 4.3 eV
Lowest unoccupied orbital energy (spin up / spin down) ... -5.359 / -4.685 eV

Geometry as ORCA input:
```
! wB97M-V def2-TZVPD RIJCOSX def2/J DEFGRID3
* xyz 1 1
I -0.025 5.028 -2.378
I -4.769 3.579 -4.736
As -1.138 -2.554 -0.761
As -3.492 -0.929 -1.233
As -4.845 -5.886 0.996
Ca 1.799 2.606 -0.692
S -0.655 0.030 -5.944
S 4.879 0.956 4.396
S -0.204 2.522 1.679
O -0.109 1.688 2.885
O -0.358 1.785 0.363
N 1.101 3.438 1.412
N 3.339 4.408 0.514
N 3.250 0.835 0.230
N 2.032 0.749 -2.246
C 1.685 4.362 2.267
C 4.835 6.260 1.995
C -3.824 -4.015 -1.142
C -2.577 3.300 2.937
C 5.325 5.737 0.859
C 0.674 -2.202 -5.828
C 2.844 4.943 1.641
C 3.527 5.879 2.430
C -0.393 -2.428 -6.785
C -4.184 -2.745 -1.955
C 5.185 -1.928 -1.419
C -4.542 -4.024 0.254
C 4.516 4.824 0.110
C -3.777 3.918 2.978
C -5.108 0.011 -0.400
C 1.370 0.619 -3.407
C 1.168 4.777 3.491
C -1.935 4.522 0.940
C 3.293 -1.281 -2.778
C 2.937 -0.159 -1.885
C 0.601 -0.929 -5.300
C 5.017 0.159 1.719
C -2.277 -4.212 -0.952
C 2.619 -1.341 -3.993
C 7.290 0.063 4.668
C 3.664 -0.059 -0.705
C 1.498 -0.510 -4.226
C 0.686 -3.516 -0.987
C 4.839 -0.875 -0.478
C -3.555 0.212 -2.796
C -3.697 -5.875 2.669
C 3.859 0.932 1.386
C 1.812 5.830 4.145
C -1.219 -1.355 -6.915
C -3.152 5.233 1.015
C -4.091 4.905 1.982
C 5.505 -0.684 0.739
C 5.708 0.288 2.973
C -6.503 -5.323 1.961
C -4.293 -5.206 -2.051
C 7.001 -0.143 3.267
C 6.296 0.751 5.355
C 4.399 -2.116 -2.514
C -1.170 -2.000 1.189
C -1.642 3.606 1.924
C 2.998 6.306 3.673
H -1.208 4.870 0.214
H 3.682 6.952 4.259
H -2.929 -6.650 2.649
H -3.700 -2.752 -2.934
H -7.378 -5.220 1.248
H 5.450 6.858 2.677
H -4.620 0.363 -2.984
H -5.118 5.310 2.002
H 6.128 -2.507 -1.337
H -3.080 1.125 -2.563
H 0.319 4.196 3.914
H -5.586 -3.720 0.152
H -2.200 -1.321 -7.325
H -1.860 -4.726 -1.877
H -4.496 3.747 3.785
H 0.679 1.423 -3.687
H 3.394 1.637 2.073
H -5.907 -0.648 -0.090
H 6.284 1.057 6.422
H 0.706 -3.922 -2.059
H 4.560 -2.967 -3.171
H 6.387 -1.330 0.918
H -3.316 6.028 0.263
H -0.592 -2.670 1.786
H 1.276 6.308 4.976
H -6.356 -4.337 2.446
H -2.153 -2.009 1.665
H 0.682 -4.400 -0.294
H -3.840 -6.153 -1.732
H 1.335 -2.968 -5.421
H -5.398 -5.309 -2.048
H -0.798 -0.955 1.215
H 6.337 6.008 0.483
H -3.287 -4.877 2.914
H -4.746 0.663 0.443
H -3.915 -5.076 -3.085
H 8.147 -0.325 5.115
H -2.024 -4.784 -0.050
H -3.050 -0.218 -3.707
H -6.776 -6.110 2.634
H 7.632 -0.584 2.558
H -5.243 -2.733 -2.097
H 4.834 4.543 -0.845
H -4.427 -6.050 3.492
H 2.951 -2.128 -4.636
H -2.358 2.440 3.582
H -5.484 0.672 -1.189
H -4.065 -3.328 0.989
H 1.547 -2.841 -0.911
H -0.433 -3.346 -7.368
*
```

| no. | strongest force on any atom (eV/Å) |
| --- | --- |
| 1 | 3.83 |
| 2 | 3.77 |